Density functional theory data (ωB97M-V with the def2-TZVPD basis set) for a structure of composition C52H58AsN5O4S2Ti in a non-equilibrium geometry.

maximum force	1.7	eV/Å
LUMO energy (spin up / spin down)	1.822 / 1.820	eV
<S²>	0.782
HOMO-LUMO gap (spin up / spin down)	0.18184 / 0.21510	Eh
multiplicity	2
molar mass	1004.0	g/mol
net charge	-1
HOMO level (spin up / spin down)	-0.115 / -0.148	Eh

Each line ends with the Mulliken spin population.
Positions of all 123 atoms, in Å:
C  0.381  2.453  -3.311  0.2562
H  -3.442  4.098  1.948  -0.0002
H  3.941  3.762  0.568  0.0000
H  -1.782  -0.083  -3.825  0.0093
C  2.438  -2.921  -1.769  -0.0031
H  3.770  3.102  2.807  0.0002
O  -1.301  -1.247  2.495  -0.0052
C  6.068  -3.053  2.271  -0.0001
H  2.952  3.148  -0.755  0.0024
C  -3.803  -2.628  0.016  -0.0279
C  6.505  -2.878  0.966  0.0002
H  0.587  -3.875  -4.450  -0.0001
H  -5.421  2.631  -0.730  -0.0006
H  -2.636  2.220  2.073  -0.0047
H  -3.543  5.396  0.769  0.0001
H  2.775  1.730  3.332  0.0007
S  2.447  -1.437  2.522  0.0017
H  0.991  3.172  -3.843  0.0102
C  2.676  -4.172  -1.216  0.0002
N  -2.471  -0.457  0.016  0.0983
C  3.899  -2.049  1.711  0.0007
H  -1.521  3.987  -1.936  0.0083
C  -2.240  -0.190  -1.313  0.4879
C  0.354  2.463  -1.926  -0.1519
C  0.464  5.334  2.123  0.0013
H  6.719  -3.495  3.017  0.0000
As  3.179  -1.245  -1.076  -0.0018
C  -2.259  4.437  -1.274  -0.0158
H  -1.511  5.856  1.518  0.0004
H  0.631  6.258  2.662  0.0001
C  -0.407  -2.252  2.650  -0.0017
H  5.772  1.199  -4.687  -0.0001
C  4.794  -2.655  2.620  -0.0002
C  0.558  -2.363  1.412  0.0019
C  2.170  -5.313  -1.825  0.0000
C  1.280  3.171  1.369  0.0036
H  -1.927  -2.950  -2.237  -0.0155
C  -6.149  -2.492  0.694  -0.0007
H  2.354  -6.284  -1.380  0.0000
H  -3.237  4.373  -1.759  0.0005
C  2.505  2.292  1.227  0.0011
N  -2.401  1.418  2.646  0.0021
C  -2.331  -4.423  0.893  -0.0025
C  1.177  -3.963  -3.545  -0.0016
C  -3.669  -1.236  0.237  -0.0329
H  0.497  2.119  5.797  0.0002
N  -0.376  1.621  0.243  0.0359
H  -3.348  -4.404  -0.970  -0.0009
C  -4.811  -0.495  0.605  0.0092
H  -1.138  2.216  6.216  -0.0002
C  0.006  2.891  0.809  -0.0026
H  1.482  -1.849  -3.367  0.0006
C  -0.979  3.897  0.828  0.0010
H  4.308  0.981  -2.727  0.0036
C  -0.380  1.510  -4.004  -0.1168
C  5.565  0.219  -4.275  -0.0005
H  5.983  -2.223  -0.976  0.0000
H  -6.325  1.121  -0.934  -0.0009
H  -0.968  -4.175  -1.402  0.0046
H  1.028  -6.104  -3.463  0.0000
H  -2.009  5.493  -1.142  0.0003
H  4.214  2.137  -0.057  -0.0005
H  7.508  -3.157  0.667  0.0000
H  -7.092  -2.988  0.885  -0.0001
H  -4.428  3.908  0.486  0.0002
C  4.745  0.097  -3.157  0.0012
C  1.676  -2.824  -2.931  0.0027
C  5.629  -2.347  0.038  -0.0001
C  -6.022  -1.128  0.854  0.0058
H  -5.330  2.642  1.974  0.0003
O  -0.377  -2.977  3.596  -0.0002
C  -1.171  0.640  -3.297  0.2020
O  0.933  -3.410  0.954  0.0004
O  0.224  -1.271  0.546  0.0407
H  -2.913  -0.671  -2.015  -0.0694
H  -1.487  -5.083  0.692  -0.0001
C  -1.247  0.643  -1.875  -0.0959
H  -2.468  2.674  -0.091  0.0203
C  -1.592  -3.294  -1.255  0.0506
H  -6.884  -0.541  1.145  0.0001
H  -3.774  1.357  0.680  -0.0009
C  -5.054  -3.206  0.258  0.0091
C  -3.492  4.311  0.876  -0.0003
H  3.247  -4.256  -0.300  0.0000
C  -0.395  1.560  -1.170  0.2098
H  -2.022  -3.728  1.663  0.0011
C  4.457  -1.150  -2.603  -0.0022
C  -0.730  1.709  4.287  -0.0055
H  -3.173  0.759  2.691  0.0014
H  2.181  1.297  0.918  -0.0018
H  0.928  3.208  -1.397  -0.0282
H  -3.158  -5.007  1.304  0.0001
H  -6.688  1.620  1.538  -0.0005
N  -0.445  2.306  5.488  0.0004
H  -5.153  -4.274  0.098  0.0000
S  0.409  0.923  3.403  0.0049
C  -5.337  1.540  -0.733  0.0012
C  -0.742  5.093  1.498  0.0000
H  2.427  4.585  2.483  0.0002
Ti  -0.901  -0.064  1.145  0.1377
H  4.739  -3.264  -2.854  0.0001
H  -0.957  -2.538  -0.822  -0.0293
H  -4.669  1.252  -1.546  -0.0023
H  4.449  -2.782  3.637  -0.0001
H  6.741  -0.822  -5.737  0.0000
H  4.165  1.456  2.303  0.0000
C  1.464  4.383  2.031  0.0000
H  -2.553  2.587  4.331  -0.0001
C  4.986  -2.279  -3.231  -0.0003
C  -2.301  3.740  0.092  -0.0068
H  -0.360  1.471  -5.086  -0.0031
C  -5.622  1.610  1.772  0.0015
C  4.325  -1.952  0.361  0.0000
C  3.448  2.869  0.172  -0.0044
N  -2.039  1.813  3.933  0.0018
C  1.426  -5.213  -2.992  -0.0002
C  3.341  2.142  2.503  -0.0003
H  6.207  -3.056  -4.808  0.0000
C  -4.808  1.024  0.610  0.0294
C  6.104  -0.912  -4.865  -0.0003
C  5.805  -2.163  -4.343  0.0000
C  -2.772  -3.684  -0.379  -0.0245
H  -5.493  1.030  2.689  0.0002